Record 1
ORCA calculation (ωB97M-V/def2-TZVPD) on a 4-piece molecular cluster, C4H15N2O4S overall in a non-equilibrium geometry.

```
26
Properties=species:S:1:pos:R:3:nbo_charge:R:1
C 1.0331 -0.8780 2.5292 -0.4108
N -0.0377 -0.6127 1.5575 -0.6677
C 0.3348 0.3603 0.4608 -0.1945
C 1.6968 1.0536 0.3747 -0.5278
S 2.1399 1.5352 -1.3999 -0.6914
C -0.8751 1.2236 0.1927 0.7135
N -0.9000 2.2575 -0.6690 -0.8110
O -1.9450 1.0541 0.8388 -0.7364
H 1.0694 -0.0141 3.2543 0.1513
H 0.7512 -1.7154 3.1474 0.1879
H 2.0089 -0.8676 2.0346 0.2051
H -0.9188 -0.4593 2.0217 0.3804
H 0.3155 -0.3703 -0.3895 0.2455
H 2.4889 0.3114 0.6586 0.1932
H 1.9757 1.8661 1.0825 0.2023
H -0.1823 2.2780 -1.3826 0.4243
H -1.7808 2.4022 -1.1570 0.3838
H 2.2957 -0.3714 -2.7357 0.5021
H 1.5892 -1.4449 -1.8304 0.4616
O 1.8286 -1.2492 -2.7345 -0.9943
H -2.0266 -1.5002 0.7117 0.4781
H -2.8224 -0.4772 0.1034 0.5047
O -2.7023 -1.4558 0.0237 -0.9844
H -1.8831 -1.3833 -1.5964 0.4906
H -1.8209 -0.9516 -2.9869 0.4546
O -1.6326 -0.5909 -2.1096 -0.9607
```

Values from the calculation:
Relative energy (zero: lowest compared OMol25 entry of this formula, charge and spin) ... 31.1 kcal per mole
HOMO-LUMO gap ... 6.80 eV
Net charge ... -1
Lowest unoccupied orbital energy ... 0.1236 Ha
E_tot ... -970.10331 Eh
Maximum force ... 3.0 eV Å⁻¹

Record 2
ORCA calculation (ωB97M-V/def2-TZVPD) on a 5-piece molecular cluster, C39H83FN4O2P overall in a non-equilibrium geometry.

```
130
Properties=species:S:1:pos:R:3:mulliken_charge:R:1
C 3.5538 1.8739 -3.4283 -0.4220
O 3.5593 0.6505 -4.2938 -0.3373
C 4.1850 -0.4076 -3.4444 -0.7196
C 3.0792 -1.2815 -2.5900 0.0372
N 2.0447 -2.2157 -3.1925 0.7095
N 2.1235 -2.2653 -4.5748 -0.1054
C 2.6842 -3.5696 -5.0925 -0.8591
C 0.8375 -1.8576 -5.2576 0.3533
C 0.6888 -0.2280 -5.6040 -0.8309
O -0.1548 -2.6637 -5.6428 -0.4748
C 1.1408 -2.8961 -2.1887 -0.4022
P -0.2343 -4.1632 -2.5710 0.2460
C 0.6491 -5.6941 -3.3911 -0.8530
C -0.9745 -4.9270 -0.9440 -0.8746
C 1.6476 -2.2666 -0.7293 0.2617
C 1.0007 -2.5911 0.7771 -0.1441
C 1.0789 -1.2522 1.7771 0.2980
F 1.8977 -1.4761 2.9904 -0.3927
N 2.8169 -1.3423 -1.0875 0.8418
N 3.6196 -0.5953 -0.2018 -1.2026
C 4.6705 -1.4101 0.2335 0.6298
C 6.1803 -1.3890 -0.4858 -0.8841
C 4.5405 -2.4449 1.5303 -0.7327
H 3.1377 1.4999 -2.3814 0.2812
H 2.7990 2.6628 -3.8870 0.2653
H 4.6232 2.3409 -3.3361 0.0723
H 4.8699 0.1780 -2.6682 0.3766
H 4.7955 -1.1201 -4.1444 0.2813
H 1.8722 -4.3290 -5.4957 0.2451
H 3.3523 -3.2952 -6.0429 0.3097
H 3.4328 -4.0545 -4.3192 0.3135
H 0.7860 0.4512 -4.6542 0.0990
H -0.2835 0.0226 -6.2085 0.3270
H 1.5967 0.0452 -6.3286 0.2964
H 0.4448 -6.6626 -2.7299 0.3706
H 1.8178 -5.4876 -3.2634 0.1920
H 0.3341 -5.8371 -4.5200 0.2574
H -1.4334 -5.9937 -1.1053 0.3789
H -0.0514 -5.0701 -0.2052 0.2617
H -1.7084 -4.1727 -0.3921 0.2405
H -0.1671 -2.7319 0.5738 0.0392
H 1.4676 -3.5498 1.2628 0.3901
H -0.0266 -1.0270 2.1622 -0.1873
H 1.3937 -0.2719 1.1802 0.3501
H 6.6487 -2.4635 -0.2644 0.3821
H 6.7854 -0.5445 0.0546 0.3077
H 6.1293 -1.2938 -1.6510 0.2156
H 4.4951 -1.8694 2.5689 0.2572
H 5.5222 -3.1180 1.5993 0.3969
H 3.6445 -3.1967 1.4375 0.1223
C -2.3856 2.3960 1.8067 -0.8830
C -2.9369 2.6076 0.4052 -0.5088
C -3.8862 1.4945 -0.0457 -0.7294
C -3.2620 0.0974 -0.1443 -0.2400
C -2.0528 -0.0157 -1.0772 0.5608
C -2.3810 0.2990 -2.5282 -1.2871
H -1.7800 1.4866 1.8704 0.0049
H -1.7464 3.2389 2.0891 0.4232
H -3.1961 2.3267 2.5387 0.2844
H -2.1097 2.7163 -0.3030 0.2470
H -3.4844 3.5569 0.3870 0.4122
H -4.3149 1.7708 -1.0160 0.3273
H -4.7316 1.4448 0.6523 0.2572
H -4.0365 -0.6033 -0.4814 0.4018
H -2.9661 -0.2408 0.8552 -0.1909
H -1.6698 -1.0427 -1.0234 -0.1708
H -1.2409 0.6342 -0.7337 0.2674
H -3.1632 -0.3667 -2.9051 0.3464
H -1.4914 0.1634 -3.1519 0.1007
H -2.7150 1.3325 -2.6520 0.3841
C 4.7792 5.6803 -3.8501 -1.1647
C 6.2131 5.1806 -3.7649 -0.4429
C 6.7600 5.1531 -2.3354 -0.5855
C 6.8434 6.5155 -1.6366 -0.7878
C 7.6846 7.5720 -2.3587 -0.3517
C 9.1486 7.1846 -2.4957 -1.1719
H 4.6909 6.7169 -3.5105 0.3573
H 4.4299 5.6416 -4.8870 0.3667
H 4.1124 5.0578 -3.2457 0.2099
H 6.8541 5.7906 -4.4089 0.3633
H 6.2507 4.1625 -4.1688 0.3371
H 7.7533 4.6897 -2.3488 0.3400
H 6.1293 4.4926 -1.7269 0.3371
H 7.2541 6.3624 -0.6304 0.3767
H 5.8324 6.9125 -1.4906 0.3102
H 7.6257 8.5086 -1.7897 0.3641
H 7.2657 7.7857 -3.3478 0.2291
H 9.5988 7.0055 -1.5147 0.2904
H 9.7062 7.9917 -2.9819 0.3727
H 9.2734 6.2854 -3.1047 0.2769
C -2.2091 -0.0814 8.1142 -1.1630
C -1.4918 -1.3897 7.8195 -0.4149
C -0.3384 -1.2361 6.8247 -0.8674
C -0.7372 -0.7558 5.4241 -0.2818
C -1.7665 -1.6287 4.7004 0.2420
C -1.2748 -3.0426 4.4335 -1.1702
H -2.6827 0.3314 7.2180 0.2671
H -2.9958 -0.2448 8.8580 0.3785
H -1.5145 0.6629 8.5153 0.2894
H -2.2119 -2.1312 7.4600 0.2235
H -1.0875 -1.7834 8.7590 0.3779
H 0.1859 -2.1954 6.7447 0.3210
H 0.3927 -0.5283 7.2356 0.4211
H 0.1699 -0.6941 4.8094 0.0084
H -1.1271 0.2665 5.4868 0.3983
H -2.0042 -1.1571 3.7384 -0.3091
H -2.7040 -1.6650 5.2655 0.3936
H -0.3592 -3.0314 3.8347 0.1028
H -2.0340 -3.6057 3.8809 0.3813
H -1.0758 -3.5833 5.3626 0.3790
C -6.2040 -1.0519 2.0530 -0.8054
C -7.4812 -1.4829 2.7573 -0.5141
C -8.5423 -2.0341 1.8014 -0.7867
C -9.0620 -1.0430 0.7531 -0.6671
C -9.6703 0.2455 1.3144 -0.3298
C -10.9006 0.0048 2.1750 -1.2150
H -6.3852 -0.2305 1.3529 0.0635
H -5.4703 -0.7041 2.7875 0.3751
H -5.7608 -1.8874 1.5025 0.3094
H -7.8837 -0.6449 3.3347 0.2859
H -7.2307 -2.2647 3.4832 0.3614
H -9.3840 -2.4130 2.3926 0.3374
H -8.1289 -2.9046 1.2763 0.3522
H -9.8160 -1.5531 0.1401 0.4037
H -8.2487 -0.7771 0.0684 0.2705
H -9.9569 0.8878 0.4720 0.3600
H -8.9231 0.8046 1.8877 0.2423
H -11.6773 -0.5180 1.6088 0.2962
H -11.3139 0.9603 2.5141 0.3765
H -10.6625 -0.5848 3.0643 0.2874
```

Values from the calculation:
HOMO-LUMO gap ... 6.29 eV
Net charge ... +1
Lowest unoccupied orbital energy ... -0.1675 Ha
E_tot ... -2345.70460 Eh
Maximum force ... 8.4 eV Å⁻¹